1.
Formula: C4H11O3Tl
Source: the Open Molecules 2025 dataset
Level of theory: ωB97M-V with the def2-TZVPD basis set

Geometry (Å):
1 O 0.001344 0.582981 1.414736
2 Tl -1.380299 -0.582510 2.041391
3 H 1.889978 0.010041 1.486249
4 C -0.134983 0.872433 -0.112732
5 C -0.882529 -0.258196 -0.800978
6 O -1.971662 -0.640448 0.043410
7 C -2.848797 -1.592202 -0.535716
8 H 0.612047 1.245117 -0.836523
9 H -0.787590 1.768661 -0.119932
10 H -0.225359 -1.132569 -0.944185
11 H -1.283465 0.062068 -1.774562
12 H -3.578296 -1.870830 0.232770
13 H -3.355496 -1.145150 -1.402656
14 H -2.296913 -2.489096 -0.853626
15 O 2.390898 -0.013017 0.495517
16 C 3.280279 1.073622 0.426800
17 H 4.287776 0.718553 0.682718
18 H 3.292589 1.523075 -0.581379
19 H 2.990481 1.867472 1.138706

Forces on atoms 1 to 2 (eV/Å):
O 3.48 2.72 -3.77
Tl -1.91 -2.03 4.17

Energy above the lowest of the compared OMol25 structures with the same formula, charge and spin = 31.1 kcal per mole
Orbital gap (alpha / beta) = 0.3258 / 0.1907 Ha
Net charge = +1
Spin multiplicity = 2
Calculated total energy = -556.76749 Eh

2.
Formula: C4H11O3V
Source: the Open Molecules 2025 dataset
Level of theory: ωB97M-V with the def2-TZVPD basis set

Geometry (Å):
1 C 0.813971 0.288731 -1.915815
2 O 0.141298 0.459296 -0.668379
3 C 0.544013 -0.415548 0.345234
4 C -0.435146 -0.383171 1.492411
5 O -1.512046 -1.246877 1.228180
6 C -2.368407 -1.419588 2.327657
7 H 0.867142 0.238381 -3.023028
8 H 0.353780 -0.696524 -2.156957
9 H 1.546178 -0.131664 0.725739
10 H 0.622415 -1.453172 -0.033806
11 H -0.808906 0.646167 1.643745
12 H 0.098654 -0.687749 2.411698
13 H -3.179715 -2.088642 2.017099
14 H -1.834172 -1.881186 3.176597
15 H -2.789371 -0.455743 2.662383
16 V 2.937971 1.344546 -1.825886
17 O 1.990244 2.773119 -2.523695
18 H 2.085183 3.136012 -3.408143
19 H 0.926914 1.973611 -2.475033

Forces on atoms 1 to 2 (eV/Å):
C 2.71 -1.71 1.68
O -1.39 2.76 -1.40

Energy above the lowest of the compared OMol25 structures with the same formula, charge and spin = 134.5 kcal per mole
Orbital gap (alpha / beta) = 0.2580 / 0.2581 Ha
Net charge = +1
Spin multiplicity = 4
Calculated total energy = -1328.16663 Eh

3.
Formula: C4H11O4
Source: the Open Molecules 2025 dataset
Level of theory: ωB97M-V with the def2-TZVPD basis set

Geometry (Å):
1 O 1.006391 0.927060 1.039886
2 C -0.178909 1.045563 0.630006
3 O -0.654316 1.933588 -0.024731
4 C -1.157475 -0.202592 0.775190
5 C -0.533602 -1.619622 0.624218
6 C -1.534755 -2.666259 0.631507
7 H -1.831676 0.068040 -0.040217
8 H -1.636049 -0.159148 1.801570
9 H 0.064313 -1.616925 1.581745
10 H 0.050728 -1.662712 -0.304289
11 H -2.041561 -2.690736 1.637210
12 H -2.220908 -2.630989 -0.247953
13 H -0.899447 -3.702855 0.795807
14 H 2.345171 4.571594 -5.142307
15 H 1.266347 5.694842 -4.954875
16 O 1.657446 5.035813 -5.545724
17 H 2.665731 -0.350105 1.999260
18 H 1.360581 -0.821873 2.339199
19 O 2.271999 -1.152676 2.404503

Forces on atoms 1 to 2 (eV/Å):
O -0.01 -0.15 0.71
C 1.28 -3.11 0.57

Energy above the lowest of the compared OMol25 structures with the same formula, charge and spin = 31.2 kcal per mole
Orbital gap = 0.2713 Ha
Net charge = -1
Calculated total energy = -460.00066 Eh

4.
Formula: C4H11OP
Source: the Open Molecules 2025 dataset
Level of theory: ωB97M-V with the def2-TZVPD basis set

Geometry (Å):
1 C 2.221271 -0.755752 0.120381
2 C 0.965153 -0.229688 -0.584930
3 C 0.356001 0.843439 0.283449
4 C -1.011317 1.127984 -0.205256
5 P -2.381690 -0.427020 -0.010842
6 O -3.772283 -0.118560 -0.233526
7 H 2.768224 -1.604565 -0.334892
8 H 3.098212 -0.017276 0.278170
9 H 1.884990 -1.026214 1.181827
10 H 0.118951 -0.907022 -0.557784
11 H 1.169991 0.124916 -1.544230
12 H 1.062944 1.676622 0.225425
13 H 0.114194 0.343532 1.310687
14 H -0.915052 1.718323 -1.074507
15 H -1.554481 1.746948 0.552013
16 H -1.950203 -1.595575 -0.739666
17 H -2.174910 -0.900087 1.333674

Forces on atoms 1 to 2 (eV/Å):
C 1.17 -0.13 1.55
C 0.45 -0.66 2.40

Energy above the lowest of the compared OMol25 structures with the same formula, charge and spin = 38.5 kcal per mole
Structure (SMILES) = CCCC[PH2]=O
Orbital gap = 0.4072 Ha
Net charge = 0
Calculated total energy = -575.53812 Eh

5.
Formula: C4H11OS
Source: the Open Molecules 2025 dataset
Level of theory: ωB97M-V with the def2-TZVPD basis set

Geometry (Å):
1 C 0.064544 -0.853276 -2.734838
2 C -0.728662 -1.321679 -1.514045
3 S 0.315258 -1.730114 -0.108531
4 H 0.616929 0.058939 -2.588694
5 H 0.720179 -1.646916 -3.112360
6 H -0.612901 -0.679017 -3.578641
7 H -1.277085 -2.199380 -1.869160
8 H -1.505250 -0.567486 -1.328136
9 H 1.102003 -0.075757 0.586390
10 C 0.906110 1.220357 2.159682
11 O 1.628167 0.630893 1.107935
12 C -0.591687 1.073490 1.980308
13 H 1.197469 0.796858 3.128110
14 H 1.169267 2.279046 2.106187
15 H -1.190533 1.323825 2.864654
16 H -0.996126 1.660986 1.164917
17 H -0.817684 0.029231 1.736223

Forces on atoms 1 to 2 (eV/Å):
C -0.45 -0.58 -0.74
C 0.03 0.08 -0.86

Energy above the lowest of the compared OMol25 structures with the same formula, charge and spin = 8.9 kcal per mole
Orbital gap = 0.2538 Ha
Net charge = -1
Calculated total energy = -632.44889 Eh

6.
Formula: C4H11OS
Source: the Open Molecules 2025 dataset
Level of theory: ωB97M-V with the def2-TZVPD basis set

Geometry (Å):
1 C 2.379455 0.300991 0.507334
2 C 1.477525 -0.526345 -0.435004
3 C 0.019592 -0.692203 0.068302
4 C -0.903596 0.488855 -0.364711
5 S -2.599282 -0.218644 -0.594149
6 O -3.396637 -0.176855 0.848559
7 H 3.395795 0.307212 0.085205
8 H 2.452516 -0.101791 1.524139
9 H 2.086615 1.360800 0.570592
10 H 1.517342 -0.073868 -1.437383
11 H 1.900728 -1.535880 -0.528497
12 H -0.054652 -0.899170 1.142756
13 H -0.378492 -1.590998 -0.438011
14 H -0.581781 0.828060 -1.359366
15 H -1.000746 1.289458 0.378402
16 H -3.297861 0.705471 -1.354138
17 H -3.016522 0.534909 1.385969

Forces on atoms 1 to 2 (eV/Å):
C 0.30 0.18 -0.46
C 0.22 0.22 0.90

Energy above the lowest of the compared OMol25 structures with the same formula, charge and spin = 0.0 kcal per mole
Orbital gap = 0.3936 Ha
Net charge = +1
Calculated total energy = -632.10900 Eh

7.
Formula: C4H11P
Source: the Open Molecules 2025 dataset
Level of theory: ωB97M-V with the def2-TZVPD basis set

Geometry (Å):
1 C 0.614660 -1.319868 -0.286410
2 C -0.206651 0.158609 -0.028275
3 C 0.301448 1.097196 -1.134107
4 C 0.259257 0.720801 1.333748
5 P -2.085429 -0.047468 -0.133598
6 H 0.115406 -2.195387 -0.922746
7 H 1.600789 -1.101872 -0.831014
8 H 0.914297 -1.819139 0.702210
9 H 1.350506 1.601248 -1.027366
10 H -0.475270 1.895660 -1.180547
11 H 0.475414 0.471400 -2.042844
12 H -0.316297 1.594787 1.762092
13 H 0.051170 0.049905 2.177078
14 H 1.386240 0.908017 1.128975
15 H -2.106404 -0.629406 1.093663
16 H -1.879134 -1.384478 -0.610859

Forces on atoms 1 to 2 (eV/Å):
C 0.24 -0.36 0.14
C 1.94 -1.86 -0.15

Energy above the lowest of the compared OMol25 structures with the same formula, charge and spin = 34.2 kcal per mole
Structure (SMILES) = CC(C)(C)P
Orbital gap = 0.3861 Ha
Net charge = 0
Calculated total energy = -500.27478 Eh

8.
Formula: C4H11PS
Source: the Open Molecules 2025 dataset
Level of theory: ωB97M-V with the def2-TZVPD basis set

Geometry (Å):
1 C 0.730656 -0.887567 1.683736
2 C -0.522900 1.458729 0.802773
3 C -1.936210 -1.042276 0.795320
4 C 1.046543 0.254048 -2.696446
5 P -0.276843 -0.327192 0.393161
6 S 2.481840 0.963698 -2.083248
7 H 0.801793 -1.954727 1.821107
8 H 1.656785 -0.351575 1.836481
9 H 0.456847 1.938581 0.843040
10 H -1.122848 1.939213 0.028064
11 H -1.015273 1.549325 1.774201
12 H -2.683974 -0.646602 0.112106
13 H -1.888623 -2.122698 0.686371
14 H -2.196944 -0.792002 1.822424
15 H 0.346444 0.940365 -3.130327
16 H 1.076058 -0.758990 -3.041827
17 H 3.046648 -0.160328 -1.646936

Forces on atoms 1 to 2 (eV/Å):
C 0.36 -0.12 -0.13
C 0.03 -0.30 -0.01

Energy above the lowest of the compared OMol25 structures with the same formula, charge and spin = 0.0 kcal per mole
Orbital gap (alpha / beta) = 0.2815 / 0.3110 Ha
Net charge = 0
Spin multiplicity = 3
Calculated total energy = -898.40160 Eh

9.
Formula: C4H11S
Source: the Open Molecules 2025 dataset
Level of theory: ωB97M-V with the def2-TZVPD basis set

Geometry (Å):
1 C 2.686437 -3.179118 -0.059081
2 H 1.913560 -2.443197 -0.344750
3 H 2.368249 -3.768102 0.808928
4 H 3.647561 -2.697266 0.158060
5 H 2.720196 -3.893835 -0.908228
6 C -1.152022 2.091811 -1.092873
7 C -1.906085 1.533200 0.129981
8 C -0.874648 0.892549 1.095702
9 S 0.114073 -0.410947 0.309561
10 H -0.422033 2.837896 -0.750317
11 H -1.820694 2.557521 -1.844460
12 H -0.587880 1.255301 -1.574312
13 H -2.411327 2.360821 0.663091
14 H -2.603464 0.723279 -0.162053
15 H -1.446111 0.483500 1.964951
16 H -0.225814 1.656591 1.605807

Forces on atoms 1 to 2 (eV/Å):
C -0.59 -0.44 -0.60
H 0.43 -0.15 0.57

Energy above the lowest of the compared OMol25 structures with the same formula, charge and spin = 13.9 kcal per mole
Orbital gap = 0.2370 Ha
Net charge = -1
Calculated total energy = -557.20061 Eh

10.
Formula: C4H11S
Source: the Open Molecules 2025 dataset
Level of theory: ωB97M-V with the def2-TZVPD basis set

Geometry (Å):
1 C -0.467358 2.544103 0.092621
2 C 0.807333 1.840202 0.614038
3 H -0.646631 3.685695 0.357147
4 H -1.396678 2.019641 0.285340
5 H -0.682307 2.656048 -0.916166
6 H 0.522171 0.792997 1.069022
7 H 1.482772 1.605600 -0.189145
8 H 1.346430 2.378606 1.392065
9 C 0.446552 -2.678524 -0.393667
10 C -0.690795 -1.754590 -0.131203
11 S -0.919244 -0.453553 -1.445915
12 H 1.403389 -2.159843 -0.358420
13 H 0.355964 -3.106303 -1.485162
14 H 0.550738 -3.549911 0.181478
15 H -0.510440 -1.370887 0.981546
16 H -1.601896 -2.449281 -0.053581

Forces on atoms 1 to 2 (eV/Å):
C -0.91 2.37 1.87
C -1.39 -1.77 0.58

Energy above the lowest of the compared OMol25 structures with the same formula, charge and spin = 38.1 kcal per mole
Orbital gap = 0.2405 Ha
Net charge = -1
Calculated total energy = -557.16199 Eh

11.
Formula: C4H12
Source: the Open Molecules 2025 dataset
Level of theory: ωB97M-V with the def2-TZVPD basis set

Geometry (Å):
1 C 0.408335 0.426581 1.698516
2 C 1.644602 1.304114 1.871798
3 H -0.224770 0.837008 0.916561
4 H 0.674683 -0.563208 1.317788
5 H -0.149635 0.259879 2.618541
6 H 1.943817 1.366998 2.924775
7 H 1.501412 2.333971 1.547982
8 H 2.518006 0.914873 1.346757
9 C -0.342670 -1.134818 -1.825723
10 C -1.741300 -0.553441 -1.731249
11 H -0.049577 -1.656269 -0.908337
12 H -0.285240 -1.946726 -2.557351
13 H 0.365175 -0.345425 -2.091243
14 H -1.991050 -0.004823 -2.642668
15 H -1.842378 0.153251 -0.906168
16 H -2.429412 -1.391965 -1.579978

Forces on atoms 1 to 2 (eV/Å):
C 0.27 -0.31 -0.44
C 0.36 0.09 0.63

Energy above the lowest of the compared OMol25 structures with the same formula, charge and spin = 5.5 kcal per mole
Orbital gap (alpha / beta) = 0.1017 / 0.4492 Ha
Net charge = -1
Spin multiplicity = 2
Calculated total energy = -159.52131 Eh

12.
Formula: C4H12
Source: the Open Molecules 2025 dataset
Level of theory: ωB97M-V with the def2-TZVPD basis set

Geometry (Å):
1 C 2.146401 -1.364144 1.449770
2 C 1.732858 -0.276376 0.419322
3 H 2.300011 -1.170734 2.514185
4 H 1.379957 -2.178482 1.257270
5 H 3.165140 -1.718481 1.144514
6 H 0.681742 -0.324579 0.382902
7 H 2.179071 0.739154 0.739582
8 H 2.107367 -0.501577 -0.659769
9 C -1.996492 1.245559 -0.233426
10 C -1.858387 0.424814 -1.564740
11 H -1.533350 0.579971 0.476754
12 H -1.758864 2.307080 -0.199985
13 H -3.154557 1.436981 -0.172251
14 H -2.299358 1.061522 -2.504960
15 H -2.383130 -0.513162 -1.625553
16 H -0.830314 0.103184 -1.778238

Forces on atoms 1 to 2 (eV/Å):
C 0.62 -1.35 -1.81
C 2.64 0.84 0.10

Energy above the lowest of the compared OMol25 structures with the same formula, charge and spin = 30.8 kcal per mole
Orbital gap (alpha / beta) = 0.1027 / 0.4389 Ha
Net charge = -1
Spin multiplicity = 2
Calculated total energy = -159.48101 Eh